Entry from OMol25: a molecular structure, C3H6NS at a distorted geometry (ωB97M-V/def2-TZVPD).

Summary:
Calculated total energy: -570.50333 Eh
Max |F|: 5.973 eV/Å
Energy relative to the best compared isomer or geometry (same formula, charge and spin): 38.5 kJ/mol
Total charge: +1
E_HOMO: -13.49 eV

Geometry (Å):
C  -0.56124  1.17552  -0.12299
C  -1.86636  0.98700  0.21683
C  -0.32981  -0.23784  -0.53822
N  0.75386  -0.96322  0.20504
S  -2.03395  -0.72379  -0.00806
H  -0.04163  1.99987  -0.51470
H  -2.53112  1.48802  0.83075
H  -0.08718  -0.25786  -1.55430
H  1.56476  -0.51835  0.08886
H  0.74017  -1.96152  0.17712
H  0.30791  -0.79807  1.09253

Atom charges from the natural (NBO) analysis, given in e for atoms 1 to 5:
1. C -0.3096
2. C -0.2261
3. C -0.1903
4. N -0.6523
5. S 0.3120


Entry from OMol25: a molecular structure, C10H15ClN2O4S3 at a distorted geometry (ωB97M-V/def2-TZVPD).

Summary:
Calculated total energy: -2454.79569 Eh
Max |F|: 16.819 eV/Å
Total charge: 0
E_HOMO: -8.41 eV

Geometry (Å):
C  1.09028  2.54028  -2.21101
C  2.15303  1.74172  -1.41243
H  2.06803  0.60640  -1.32541
H  3.24242  2.10511  -1.66663
S  2.19453  2.30221  0.19667
O  1.52993  3.77731  0.41708
O  3.23962  2.28589  0.98286
N  1.02503  1.22008  1.03120
C  -0.29243  1.78524  1.33545
H  -0.39091  2.42156  2.14645
C  -1.36661  0.59725  1.69637
N  -0.58518  -0.64239  1.22036
S  -0.31195  -0.71674  -0.73692
O  -1.05694  0.38297  -1.16004
O  1.05936  -1.10291  -0.86115
C  -1.45754  -1.99312  -0.95128
C  -1.75014  -3.13970  -0.33856
C  -2.52139  -4.07296  -0.88376
C  -2.76129  -3.95163  -2.08928
Cl  -3.72121  -4.61240  -3.21951
S  -1.93687  -2.27716  -2.54676
H  -2.90384  -4.93715  -0.26672
H  -1.45440  -3.28951  0.95756
C  0.34577  -0.79063  1.99164
H  1.15402  -1.93453  1.54272
C  1.32033  0.25353  1.99343
H  1.32992  0.82101  2.83683
H  2.38566  -0.00950  1.91536
H  0.08428  -1.11032  2.89978
H  -2.31353  0.75521  0.81903
H  -1.65065  0.43616  2.62400
H  -0.56694  2.38388  0.42908
H  1.39820  2.41144  -3.22844
H  1.18023  3.63263  -2.05350
H  0.24119  2.12081  -2.08448

Atom charges from the natural (NBO) analysis, given in e for atoms 1 to 5:
1. C -0.5849
2. C -0.7178
3. H 0.3072
4. H 0.2538
5. S 2.2929


Entry from OMol25: a molecular structure, C5H7Cl2N3O3 at a distorted geometry (ωB97M-V/def2-TZVPD).

Summary:
Calculated total energy: -1504.99758 Eh
Max |F|: 6.091 eV/Å
Energy relative to the best compared isomer or geometry (same formula, charge and spin): 133.5 kJ/mol
Total charge: 0
E_HOMO: -9.31 eV

Geometry (Å):
C  -0.70446  -1.92074  0.54905
C  -3.24572  1.18008  -1.11622
C  1.36196  0.24411  -0.38942
C  -1.36346  -0.96363  -0.44183
C  -1.70066  0.50966  -0.00006
N  2.45548  -0.36078  0.05367
N  0.64637  1.00713  0.49819
N  -0.61364  1.39528  -0.01618
O  0.01650  -1.45045  1.37697
O  -3.95078  1.84667  -0.54625
O  1.01336  0.15290  -1.52001
Cl  -2.96209  -1.79489  -0.73606
Cl  -2.36117  0.49660  1.64572
H  -0.99068  -2.98546  0.43112
H  -3.42065  0.74183  -2.11642
H  -0.84072  -0.88210  -1.28640
H  2.92518  0.13262  0.86037
H  3.07650  -0.88478  -0.54439
H  0.61370  0.96210  1.46830
H  -0.43134  1.72446  -0.95147

Atom charges from the natural (NBO) analysis, given in e for atoms 1 to 5:
1. C 0.4341
2. C 0.5068
3. C 0.7607
4. C -0.3276
5. C 0.0422


Entry from OMol25: a gas-phase ion, C8H14NS (charge +1) at a distorted geometry (ωB97M-V/def2-TZVPD).

Summary:
Calculated total energy: -765.85312 Eh
Max |F|: 5.646 eV/Å
Energy relative to the best compared isomer or geometry (same formula, charge and spin): 183.0 kJ/mol
Total charge: +1
E_HOMO: -11.79 eV
SMILES: CC(C)([NH3+])Cc1cccs1

Geometry (Å):
C  0.21134  -0.79666  1.25975
C  0.27454  -0.89963  -0.21236
C  -1.03789  -1.31183  -0.72715
N  1.38766  -1.78679  -0.57495
C  0.78314  0.63805  -1.00828
C  -0.19584  1.72851  -0.61706
C  -0.10507  2.43494  0.56587
C  -1.10565  3.34423  0.75260
C  -2.04670  3.27423  -0.25478
S  -1.54483  2.24240  -1.54568
H  -0.01694  -1.70076  1.63662
H  1.00089  -0.36433  1.75465
H  -0.53071  -0.06134  1.54863
H  -1.62027  -0.58235  -1.49553
H  -0.96716  -2.23386  -1.29862
H  -1.78294  -1.43988  0.05210
H  2.09968  -1.16012  -0.96911
H  1.04954  -2.45055  -1.24257
H  1.57998  -2.15481  0.35577
H  0.84651  0.64942  -2.09111
H  1.80989  0.89865  -0.70089
H  0.74751  2.34368  1.27160
H  -1.40222  3.86056  1.69023
H  -3.08937  3.64836  -0.19014

Atom charges from the natural (NBO) analysis, given in e for atoms 1 to 5:
1. C -0.6771
2. C 0.1466
3. C -0.6710
4. N -0.6887
5. C -0.4374


Entry from OMol25: a gas-phase ion, C4H3FNO2 (charge -1) at a distorted geometry (ωB97M-V/def2-TZVPD).

Summary:
Calculated total energy: -459.19614 Eh
Max |F|: 4.138 eV/Å
Energy relative to the best compared isomer or geometry (same formula, charge and spin): 593.2 kJ/mol
Total charge: -1
E_HOMO: -3.76 eV
SMILES: O=C=C[C@H]([O-])/C=N/F

Geometry (Å):
O  -0.73959  2.29706  1.23727
C  -0.22229  1.79982  0.27675
C  0.47955  0.99026  -0.50896
C  1.05912  -0.27058  0.18051
O  2.19717  -0.71962  -0.00379
C  -0.24362  -1.12415  -0.28881
N  -1.15010  -0.91161  0.50279
F  -2.53214  -1.41935  0.21976
H  0.65966  1.03480  -1.59210
H  0.74255  -0.11705  1.25018
H  -0.25031  -1.55958  -1.27358

Atom charges from the natural (NBO) analysis, given in e for atoms 1 to 5:
1. O -0.5284
2. C 0.6800
3. C -0.6073
4. C 0.2119
5. O -0.8069


Entry from OMol25: 2 unconnected molecules or ions with the total composition C3H5Br at a distorted geometry (ωB97M-V/def2-TZVPD).

Summary:
Calculated total energy: -2691.23150 Eh
Max |F|: 3.665 eV/Å
Energy relative to the best compared isomer or geometry (same formula, charge and spin): 143.6 kJ/mol
Total charge: 0
E_HOMO: -10.03 eV
SMILES: C#CC.Br

Geometry (Å):
C  -1.41753  -1.52178  0.36414
C  -1.14060  -0.41207  0.10176
C  -0.81298  0.94634  -0.16252
H  -1.86938  -2.47925  0.33067
H  0.14031  1.19537  -0.43823
H  -1.44841  1.18313  -1.06783
H  -1.03646  1.59873  0.60419
Br  3.78778  0.31422  -0.23905
H  3.79727  -0.82468  0.50686

Atom charges from the natural (NBO) analysis, given in e for atoms 1 to 5:
1. C -0.2634
2. C 0.0111
3. C -0.6845
4. H 0.2311
5. H 0.2372


Entry from OMol25: 2 unconnected molecules or ions with the total composition C3H5P at a distorted geometry (ωB97M-V/def2-TZVPD).

Summary:
Calculated total energy: -458.50962 Eh
Max |F|: 6.384 eV/Å
Energy relative to the best compared isomer or geometry (same formula, charge and spin): 188.7 kJ/mol
Total charge: 0
E_HOMO: -9.30 eV

Geometry (Å):
C  -0.68393  -0.69137  1.22236
C  -0.39235  -0.24610  -0.28297
C  0.51901  0.76292  0.30299
P  0.06685  0.47080  2.09512
H  -1.53932  -1.37123  1.39816
H  0.12324  -0.94307  -0.98797
H  -1.23142  0.34149  -0.73539
H  2.02115  0.60041  -0.11166
H  0.59250  1.73297  -0.12944

Atom charges from the natural (NBO) analysis, given in e for atoms 1 to 5:
1. C -0.5881
2. C -0.4984
3. C -0.5966
4. P 0.6760
5. H 0.2146


Entry from OMol25: 8 unconnected molecules or ions with the total composition C51H113N5O8 at a distorted geometry (ωB97M-V/def2-TZVPD).

Summary:
Calculated total energy: -2886.28316 Eh
Max |F|: 3.179 eV/Å
Energy relative to the best compared isomer or geometry (same formula, charge and spin): 346.6 kJ/mol
Total charge: 0
E_HOMO: -7.80 eV
SMILES: CC1(C)CCCC(C)(C)N1O.CC1(C)CCCC(C)(C)N1O.CC1(C)CCCC(C)(C)N1O.CC1(C)CCCC(C)(C)N1O.CC1(C)CCCC(C)(C)N1O.CCO.CCO.CCO

Geometry (Å):
C  0.08193  7.13942  -2.33655
C  0.09843  6.48072  -0.92756
C  0.00055  7.65662  0.07387
C  -1.17656  5.62112  -0.81755
C  -1.06003  4.29450  -1.50612
C  0.13872  3.53888  -0.90546
C  1.47151  4.29079  -1.09315
C  2.37233  3.57997  -0.07863
C  1.95214  4.09213  -2.54355
N  1.27811  5.68520  -0.65504
O  2.47404  6.41135  -0.81884
H  -0.59401  7.99229  -2.28804
H  1.09408  7.37812  -2.65930
H  -0.36454  6.50944  -3.11127
H  0.84153  8.34418  0.00213
H  -0.90885  8.19252  -0.19809
H  -0.08107  7.28701  1.09706
H  -1.46329  5.48034  0.22924
H  -1.99821  6.19940  -1.25037
H  -1.97583  3.74217  -1.27302
H  -1.05246  4.43604  -2.58834
H  0.23395  2.62519  -1.50050
H  -0.13410  3.20451  0.09364
H  3.42542  3.91547  -0.13674
H  2.55960  2.51725  -0.24115
H  2.28400  3.82411  0.98256
H  2.05100  3.05543  -2.86828
H  2.98327  4.45068  -2.61849
H  1.38358  4.65851  -3.27992
H  3.03680  6.16933  -0.07577
C  3.73163  -0.48101  1.71637
C  3.84319  0.28346  3.05342
C  3.92704  1.80926  2.94811
C  2.54446  -0.06641  3.89514
C  2.71430  0.18234  5.38995
C  3.93363  -0.55325  5.96052
C  5.23059  -0.29019  5.21466
C  5.73600  1.17086  5.60585
C  6.24232  -1.32147  5.65135
N  4.97684  -0.32576  3.77620
O  6.16228  -0.24892  3.00203
H  2.67241  -0.66718  1.53327
H  4.25925  0.03252  0.91406
H  4.12291  -1.49100  1.83862
H  3.19868  2.24856  2.26229
H  3.86251  2.39145  3.86453
H  4.90999  1.98659  2.49807
H  1.75573  0.63805  3.60610
H  2.07788  -1.03661  3.72258
H  2.60102  1.25298  5.56025
H  1.88688  -0.28592  5.93148
H  3.79743  -1.62415  6.11691
H  4.12435  -0.10867  6.94299
H  6.26648  1.12298  6.55417
H  4.85645  1.81010  5.70352
H  6.23844  1.59557  4.73840
H  6.20174  -1.44631  6.73797
H  7.30440  -1.19210  5.44913
H  5.89265  -2.29189  5.28177
H  6.24104  -1.16589  2.71460
C  4.71371  -3.36660  -4.28135
C  3.34822  -3.05451  -3.63395
C  3.46197  -2.45869  -2.20741
C  2.59862  -2.05002  -4.50619
C  2.06179  -2.61748  -5.77785
C  1.10561  -3.82179  -5.51641
C  1.74446  -4.83866  -4.58577
C  0.55527  -5.61908  -3.99830
C  2.57075  -5.84867  -5.46731
N  2.51794  -4.26183  -3.52177
O  2.95932  -5.18430  -2.56584
H  5.52444  -2.63595  -4.28816
H  5.18261  -4.27480  -3.88816
H  4.52295  -3.55711  -5.34043
H  4.48939  -2.63145  -1.87323
H  3.33547  -1.37776  -2.26906
H  2.83636  -2.91015  -1.44357
H  1.84296  -1.53230  -3.90718
H  3.26217  -1.19775  -4.69956
H  1.40087  -1.83765  -6.17201
H  2.76686  -2.83183  -6.58212
H  0.87416  -4.06833  -6.55155
H  0.24753  -3.32589  -5.06069
H  -0.13672  -5.05319  -3.37289
H  0.90300  -6.38657  -3.29641
H  0.01413  -6.21884  -4.73134
H  3.26572  -6.45652  -4.87371
H  3.21409  -5.41351  -6.23480
H  1.97926  -6.63308  -5.94377
H  3.72217  -5.58986  -3.01721
C  -1.50523  3.29441  2.35085
C  -2.60926  3.38898  3.43543
C  -1.87811  4.01544  4.65309
C  -3.76979  4.35877  3.06869
C  -4.70391  3.80894  2.00798
C  -5.26681  2.50269  2.49428
C  -4.11988  1.46804  2.90748
C  -4.90902  0.39965  3.65387
C  -3.65644  0.73864  1.63812
N  -3.13388  2.10576  3.80752
O  -2.19256  1.14201  4.25226
H  -0.96153  4.18528  2.03953
H  -0.81686  2.52419  2.70814
H  -1.86214  2.87058  1.40670
H  -2.43571  3.89609  5.58533
H  -0.90898  3.54577  4.82295
H  -1.71956  5.08480  4.51054
H  -4.25948  4.71885  3.97088
H  -3.34312  5.20661  2.52234
H  -5.50785  4.53861  1.86410
H  -4.30866  3.64763  0.99962
H  -6.07560  2.08318  1.89192
H  -5.82460  2.75327  3.40656
H  -4.21855  -0.35812  4.04266
H  -5.66778  -0.12683  3.07865
H  -5.39521  0.77683  4.55953
H  -3.23889  -0.23411  1.89624
H  -2.98584  1.32845  1.00228
H  -4.40136  0.60995  0.84729
H  -2.62452  0.89391  5.07750
C  -2.98235  0.85157  -3.93826
C  -3.59961  -0.50887  -3.51417
C  -3.42803  -0.66405  -1.98777
C  -5.08451  -0.51212  -3.93214
C  -5.75646  -1.89217  -3.95091
C  -4.95130  -2.74443  -4.92632
C  -3.52737  -2.90584  -4.40223
C  -3.41892  -3.68976  -3.07019
C  -2.82032  -3.65378  -5.57492
N  -2.91089  -1.58035  -4.24283
O  -1.49768  -1.53632  -4.13149
H  -2.07871  1.03190  -3.35131
H  -2.63289  0.80263  -4.96977
H  -3.66251  1.69844  -3.85408
H  -4.09952  -1.33831  -1.46091
H  -2.37498  -0.80691  -1.74352
H  -3.74140  0.30992  -1.59360
H  -5.54378  0.08180  -3.12337
H  -5.41676  0.18184  -4.70807
H  -5.63481  -2.36913  -2.97918
H  -6.77143  -1.76597  -4.32633
H  -4.92342  -2.31191  -5.92573
H  -5.35329  -3.75770  -5.00566
H  -2.57685  -4.38382  -3.00208
H  -4.33902  -4.25906  -2.92366
H  -3.21741  -3.05357  -2.21647
H  -2.89494  -3.33407  -6.61322
H  -3.26237  -4.65311  -5.52167
H  -1.74811  -3.76968  -5.41487
H  -1.40372  -1.42729  -3.17102
C  -2.33037  -3.02056  3.03117
C  -3.54010  -2.82934  3.92157
O  -3.22008  -2.00364  5.05400
H  -1.53711  -2.27722  3.12713
H  -2.47758  -3.10453  1.95356
H  -1.89058  -3.97249  3.34247
H  -3.79996  -3.78662  4.37820
H  -4.41526  -2.47257  3.37495
H  -3.43454  -2.48367  5.85410
C  0.31613  -1.18149  -0.87457
C  -0.33484  -0.18498  0.03061
O  -1.53213  -0.92937  0.43026
H  1.27177  -0.74881  -1.20619
H  -0.29481  -1.58207  -1.67915
H  0.83725  -2.05249  -0.46080
H  -0.66192  0.71803  -0.49339
H  0.23850  0.17662  0.88628
H  -2.05342  -0.37877  1.02910
C  2.90505  -3.98827  3.54842
C  1.44035  -4.05882  3.04762
O  1.23649  -2.91000  2.23258
H  3.52699  -4.64307  2.93941
H  2.96555  -4.42816  4.54734
H  3.27197  -2.96630  3.60312
H  0.67003  -3.94773  3.81389
H  1.32890  -4.94138  2.41374
H  0.31858  -2.85690  1.94488

Atom charges from the Löwdin analysis, given in e for atoms 1 to 5:
1. C -0.0297
2. C -0.5048
3. C -0.0320
4. C -0.1535
5. C -0.1733


Calculated gap between HOMO and LUMO, 9.3 8.3 9.9 8.5 7.7 10.9 9.6 8.3 eV (same order as the records).